#i
C4H8N4O2 | the ωB97M-V functional and the def2-TZVPD basis

The geometry in ORCA input format:
```
! RIJCOSX wB97M-V def2-TZVPD def2/J DEFGRID3
* xyz 0 1
O -1.8357 0.6970 0.8961
O -0.0462 -2.0195 -0.5567
N 0.3374 2.4828 0.2873
N -1.9535 -0.2230 -1.1917
N 2.3803 -0.4759 -0.8404
N -0.0197 -1.2907 1.6172
C 1.3594 0.2775 -0.3991
C -1.4267 -0.0622 0.0308
C 0.7585 1.3716 -0.3120
C -0.1849 -1.1054 0.2651
H 3.2915 -0.2979 -0.4390
H -0.2609 2.3306 1.0965
H 0.2514 -2.2079 1.9343
H -2.7671 0.2954 -1.4791
H -0.0225 3.1981 -0.3340
H -1.5347 -0.9310 -1.7776
H 2.1166 -1.4404 -1.0164
H -0.4433 -0.5988 2.2188
*
```

SMILES	NC(=O)C(N)=O.NC#CN
molecular weight	144.1	g/mol
orbital gap	9.1427	eV

#ii
C4H8N4O2 | the ωB97M-V functional and the def2-TZVPD basis

The geometry in ORCA input format:
```
! RIJCOSX wB97M-V def2-TZVPD def2/J DEFGRID3
* xyz 0 1
O -0.7184 -2.1011 0.2893
O 3.1208 0.3221 -0.3898
N 1.2496 0.4522 0.5774
N -0.8697 0.1401 0.8189
N 1.8954 -1.6296 -0.0724
N -2.5229 -0.9116 -0.4332
C -0.7879 1.4667 0.2121
C -1.2901 -1.0380 0.1793
C 0.6675 1.7122 0.1447
C 2.1357 -0.3664 -0.0203
H -1.3429 2.1785 0.8411
H -3.0416 -1.7318 -0.8432
H -3.0706 -0.1230 -0.1538
H 1.1716 2.0127 -0.7629
H 0.9286 -1.7689 0.1482
H 2.6306 -2.3017 -0.5275
H 1.0246 2.3550 0.8961
H -1.1799 1.3326 -0.9039
*
```

molecular weight	144.1	g/mol
orbital gap (spin up / spin down)	8.6359 / 8.3874	eV

Most stable to least stable: #i, #ii

#i
C5H13N | the ωB97M-V functional and the def2-TZVPD basis

The geometry in ORCA input format:
```
! RIJCOSX wB97M-V def2-TZVPD def2/J DEFGRID3
* xyz 1 2
N 0.0268 -1.0690 2.6747
C -2.3242 -0.3141 -3.5618
C -1.1751 0.2707 -3.0420
C 1.1272 -0.5484 3.5537
C 1.2452 0.9382 3.2289
C -0.0080 0.6319 -3.8693
H -0.8114 -1.2312 3.2088
H 0.3341 -1.9912 2.3941
H -2.7619 -1.2264 -3.1770
H 0.8061 -0.1104 -3.7113
H 2.0288 1.4080 3.8331
H 0.9213 -0.7443 4.6060
H -2.5466 0.0357 -4.5692
H 2.0504 -1.0564 3.2842
H 0.3202 1.4450 3.4992
H -1.0028 0.3487 -1.9657
H 1.4673 1.1916 2.1947
H -0.2220 0.4604 -4.9242
H 0.5246 1.5613 -3.6569
*
```

expectation value of S²	0.7539
molecular weight	87.2	g/mol
orbital gap (spin up / spin down)	5.6409 / 2.8884	eV

#ii
C5H13N | the ωB97M-V functional and the def2-TZVPD basis

The geometry in ORCA input format:
```
! RIJCOSX wB97M-V def2-TZVPD def2/J DEFGRID3
* xyz 1 2
N -0.9379 0.7280 -1.2852
C 0.4570 -1.6789 0.3322
C -0.0728 -0.3485 0.9763
C 1.2779 -0.0230 1.1826
C -2.3870 0.6703 -1.2422
C 1.9230 1.1778 0.5814
H -2.7461 0.3984 -0.2514
H -0.8883 -0.4771 1.6716
H 0.8749 -2.3747 1.0638
H -2.7456 -0.0810 -1.9492
H -0.3501 0.3119 -0.1447
H 1.5283 2.0818 1.0434
H -0.6275 0.2451 -2.1288
H 1.8817 -0.5102 1.9510
H 2.9823 1.0974 0.8421
H -2.8207 1.6050 -1.6094
H 1.9606 1.1018 -0.5072
H -0.4148 -2.2640 0.0184
H 1.1052 -1.6600 -0.5446
*
```

expectation value of S²	0.7560
molecular weight	87.2	g/mol
orbital gap (spin up / spin down)	7.7878 / 7.7284	eV

Most stable to least stable: #i, #ii